{
  "formula": "C14H17N5O2S",
  "method": "wB97M-V/def2-TZVPD",
  "elements": ["C", "C", "H", "H", "C", "N", "C", "N", "N", "N", "S", "C", "C", "O", "C", "C", "C", "C", "C", "C", "H", "H", "N", "C", "O", "C", "H", "H", "H", "H", "H", "H", "H", "H", "H", "H", "H", "H", "H"],
  "positions_angstrom": [[-3.66, -0.62, 1.28], [-3.20, -1.03, -0.12], [-3.52, -2.05, -0.33], [-3.64, -0.37, -0.87], [-1.67, -0.98, -0.25], [-1.19, 0.37, -0.19], [-0.92, 1.23, -1.21], [-0.50, 2.37, -0.68], [-0.52, 2.19, 0.63], [-0.93, 1.03, 0.94], [-1.10, 0.84, -2.89], [0.31, 1.79, -3.57], [1.53, 0.88, -3.51], [2.04, 0.43, -4.51], [1.89, 0.51, -2.12], [1.71, -0.80, -1.71], [1.77, -1.14, -0.37], [2.03, -0.15, 0.58], [2.34, 1.14, 0.15], [2.24, 1.48, -1.18], [2.42, 2.50, -1.49], [2.59, 1.90, 0.88], [1.96, -0.41, 1.95], [1.13, -1.31, 2.56], [0.46, -2.12, 1.96], [1.13, -1.17, 4.06], [0.59, -2.01, 4.50], [2.15, -1.16, 4.45], [0.63, -0.25, 4.34], [2.34, 0.32, 2.54], [1.58, -2.15, -0.05], [1.48, -1.56, -2.45], [0.05, 2.04, -4.60], [0.42, 2.68, -2.95], [-1.20, -1.52, 0.57], [-1.36, -1.40, -1.20], [-4.75, -0.63, 1.34], [-3.32, 0.39, 1.52], [-3.26, -1.30, 2.02]],
  "mulliken_charge": [-1.172, -0.495, 0.395, 0.267, -0.752, 1.019, 0.508, -0.228, -0.804, -0.115, -0.182, -0.727, 0.002, -0.554, 0.313, -0.745, -0.337, 0.731, -0.516, -0.510, 0.393, 0.262, -0.138, 0.833, -0.647, -1.427, 0.369, 0.360, 0.346, 0.245, 0.451, 0.416, 0.449, 0.429, 0.105, 0.452, 0.395, 0.335, 0.276],
  "homo_energy_ev": -8.84,
  "total_energy_ha": -1366.1294,
  "de_lowest_ev": 0.027,
  "orbital_gap_ev": 9.33,
  "total_charge": 0,
  "smiles": "CCCn1nnnc1SCC(=O)c1ccc(NC(C)=O)cc1",
  "lumo_energy_ha": 0.018,
  "multiplicity": 1
}

{
  "formula": "C14H17N5OReS",
  "method": "wB97M-V/def2-TZVPD",
  "elements": ["Re", "C", "C", "N", "N", "C", "N", "S", "C", "C", "C", "C", "C", "N", "H", "H", "H", "H", "H", "H", "H", "H", "H", "H", "O", "C", "C", "C", "C", "C", "C", "N", "H", "H", "H", "H", "H", "H", "H"],
  "positions_angstrom": [[-0.26, -0.78, 0.51], [3.89, -0.02, -0.76], [2.43, -0.20, -0.61], [1.75, -0.18, 0.51], [2.41, -0.01, 1.72], [1.85, -0.52, 2.82], [2.39, -0.46, 4.00], [0.29, -1.35, 2.63], [1.57, -0.46, -1.79], [2.02, -0.42, -3.08], [1.12, -0.69, -4.13], [-0.20, -0.99, -3.83], [-0.59, -1.03, -2.50], [0.26, -0.76, -1.49], [4.45, -0.01, 0.17], [4.09, 0.91, -1.31], [4.29, -0.84, -1.37], [3.30, 0.49, 1.73], [3.30, -0.02, 4.17], [1.94, -0.86, 4.81], [3.05, -0.20, -3.31], [1.46, -0.66, -5.16], [-0.92, -1.19, -4.61], [-1.61, -1.28, -2.23], [-2.06, -1.83, 0.51], [-3.31, -1.16, 0.83], [-2.98, 0.30, 0.87], [-3.94, 1.27, 1.03], [-3.56, 2.61, 1.07], [-2.21, 2.95, 0.95], [-1.29, 1.96, 0.79], [-1.64, 0.63, 0.74], [-2.15, -2.80, 0.46], [-3.67, -1.52, 1.80], [-4.05, -1.39, 0.06], [-4.98, 0.98, 1.13], [-4.31, 3.38, 1.20], [-1.89, 3.98, 0.98], [-0.23, 2.16, 0.70]],
  "mulliken_charge": [1.325, -1.363, 1.031, 0.273, -0.498, 0.845, -0.298, -0.271, 0.323, -0.560, -0.499, -0.799, 0.093, -0.340, 0.441, 0.442, 0.448, 0.268, 0.264, 0.261, 0.492, 0.498, 0.463, 0.516, -0.355, -0.415, 0.493, -0.803, -0.175, -0.827, -0.042, -0.349, 0.310, 0.386, 0.439, 0.516, 0.494, 0.470, 0.503],
  "homo_energy_ev": [-22.89, -22.86],
  "total_energy_ha": -1367.5677,
  "de_lowest_ev": 0.000,
  "orbital_gap_ev": [6.82, 7.13],
  "total_charge": 4,
  "lumo_energy_ha": [-0.590, -0.578],
  "multiplicity": 2
}

{
  "formula": "C14H17O2RhS5Si2",
  "method": "wB97M-V/def2-TZVPD",
  "elements": ["Rh", "C", "Si", "C", "C", "C", "C", "C", "C", "C", "Si", "C", "C", "H", "H", "H", "H", "H", "H", "H", "H", "H", "H", "H", "H", "H", "H", "H", "H", "S", "C", "S", "C", "C", "S", "S", "S", "O", "C", "O", "H"],
  "positions_angstrom": [[-0.60, -0.10, -1.21], [-3.00, -0.75, 1.32], [-1.44, 0.25, 0.92], [-1.88, 2.02, 1.44], [-0.16, -0.29, 2.23], [-0.37, -0.26, 3.62], [0.61, -0.67, 4.51], [1.84, -1.12, 4.02], [2.06, -1.15, 2.65], [1.08, -0.74, 1.74], [1.29, -0.74, -0.16], [1.70, -2.54, -0.58], [2.87, 0.24, -0.45], [-3.34, -0.59, 2.35], [-2.80, -1.82, 1.17], [-3.80, -0.46, 0.63], [-2.26, 2.05, 2.46], [-2.64, 2.43, 0.77], [-1.01, 2.67, 1.37], [-1.32, 0.10, 4.01], [0.43, -0.64, 5.58], [2.61, -1.45, 4.70], [3.02, -1.50, 2.28], [2.58, -2.87, -0.01], [1.90, -2.64, -1.65], [0.85, -3.18, -0.33], [3.71, -0.18, 0.11], [2.73, 1.28, -0.14], [3.12, 0.25, -1.52], [0.82, 4.39, -6.77], [0.53, 3.33, -5.51], [-0.11, 3.78, -4.00], [-0.01, 2.25, -3.18], [0.38, 1.21, -3.95], [0.65, -0.40, -3.36], [0.72, 1.64, -5.61], [-0.37, 2.17, -1.45], [-2.81, -0.27, -2.14], [-2.62, -1.49, -2.01], [-1.60, -2.00, -1.44], [-3.36, -2.20, -2.42]],
  "mulliken_charge": [-0.076, -1.358, 1.036, -1.425, 0.187, -0.451, -0.535, -0.574, -0.473, 0.215, 1.013, -1.261, -1.188, 0.370, 0.259, 0.307, 0.346, 0.304, 0.337, 0.225, 0.346, 0.347, 0.233, 0.385, 0.303, 0.248, 0.345, 0.257, 0.269, -0.403, 0.094, -0.146, 0.073, 0.087, -0.449, -0.152, -0.487, -0.576, 0.147, -0.559, 0.380],
  "homo_energy_ev": -0.79,
  "total_energy_ha": -3374.8514,
  "de_lowest_ev": 0.429,
  "orbital_gap_ev": 5.32,
  "total_charge": -2,
  "lumo_energy_ha": 0.166,
  "multiplicity": 1
}

{
  "formula": "C14H17P",
  "method": "wB97M-V/def2-TZVPD",
  "elements": ["C", "C", "C", "C", "C", "C", "C", "C", "C", "C", "C", "C", "C", "C", "P", "H", "H", "H", "H", "H", "H", "H", "H", "H", "H", "H", "H", "H", "H", "H", "H", "H"],
  "positions_angstrom": [[-1.15, -0.72, 3.12], [-0.66, 0.48, 2.61], [-1.39, -1.76, 2.20], [-0.39, 0.63, 1.24], [-1.17, -1.63, 0.87], [-0.62, -0.38, 0.35], [1.74, -1.98, -0.08], [1.93, -1.58, 1.17], [1.82, -0.74, -0.89], [2.17, -0.16, 1.29], [2.23, 0.34, 0.05], [-2.06, 1.36, -1.74], [-0.06, 1.59, -3.12], [-0.54, 1.29, -1.75], [-0.13, -0.47, -1.37], [-1.35, -0.77, 4.20], [-0.52, 1.15, 3.50], [-1.98, -2.64, 2.51], [0.03, 1.51, 0.83], [-1.41, -2.34, 0.20], [1.61, -3.02, -0.48], [1.99, -2.32, 1.92], [2.49, -0.84, -1.74], [2.15, 0.32, 2.24], [2.58, 1.45, -0.35], [-2.45, 1.32, -0.74], [-2.40, 2.19, -2.21], [-2.52, 0.57, -2.37], [-0.21, 2.65, -3.29], [-0.74, 1.09, -3.98], [1.07, 1.35, -3.10], [-0.07, 2.07, -1.07]],
  "mulliken_charge": [-0.423, -0.615, -0.532, -0.286, -0.720, 0.703, -1.178, -0.298, 0.393, -0.730, -0.602, -1.854, -1.433, 0.759, -0.257, 0.400, 0.307, 0.344, 0.358, 0.633, 0.368, 0.528, 0.662, 0.589, 0.247, 0.379, 0.584, 0.387, 0.460, 0.246, 0.350, 0.229],
  "homo_energy_ev": -8.08,
  "total_energy_ha": -884.8964,
  "de_lowest_ev": 0.406,
  "orbital_gap_ev": 9.01,
  "total_charge": 0,
  "smiles": "CC(C)P(c1ccccc1)C1C=CC=C1",
  "lumo_energy_ha": 0.034,
  "multiplicity": 1
}

{
  "formula": "C14H18BI2NOS",
  "method": "wB97M-V/def2-TZVPD",
  "elements": ["C", "C", "C", "B", "N", "C", "S", "C", "I", "C", "C", "I", "O", "C", "C", "C", "C", "C", "C", "C", "H", "H", "H", "H", "H", "H", "H", "H", "H", "H", "H", "H", "H", "H", "H", "H", "H", "H"],
  "positions_angstrom": [[0.48, 2.21, 0.66], [0.50, 0.81, 1.42], [2.02, 0.31, 1.46], [2.22, -1.12, 0.74], [1.86, -2.32, 1.58], [1.30, -3.19, 0.92], [1.03, -4.54, 0.08], [2.82, -1.31, -0.76], [1.25, -1.42, -2.28], [4.00, -0.33, -1.12], [3.59, 1.10, -1.61], [5.36, -1.28, -2.55], [-0.37, -0.15, 0.82], [-1.64, -0.23, 1.45], [-2.83, -0.14, 0.41], [-4.16, 0.14, 1.01], [-5.30, 0.28, 0.12], [-5.18, 0.15, -1.33], [-3.85, -0.18, -1.88], [-2.67, -0.32, -1.02], [0.65, 3.05, 1.39], [-0.50, 2.42, 0.15], [1.30, 2.28, -0.10], [0.22, 1.07, 2.48], [2.73, 1.10, 1.14], [2.25, 0.13, 2.56], [3.27, -2.35, -0.75], [4.61, -0.20, -0.17], [2.77, 1.12, -2.36], [3.32, 1.82, -0.79], [4.49, 1.54, -2.12], [-1.73, -1.19, 2.03], [-1.84, 0.59, 2.19], [-4.27, 0.25, 2.12], [-6.29, 0.51, 0.57], [-6.04, 0.28, -2.02], [-3.71, -0.32, -2.98], [-1.68, -0.56, -1.45]],
  "mulliken_charge": [-1.200, 0.517, -0.981, -0.010, -0.392, 0.391, -0.225, -0.495, 0.111, -0.377, -0.925, 0.045, -0.021, -0.746, 0.629, -0.632, -0.331, -0.545, -0.337, -0.091, 0.334, 0.309, 0.200, 0.372, 0.412, 0.228, 0.489, 0.364, 0.270, 0.156, 0.425, 0.339, 0.367, 0.315, 0.307, 0.342, 0.331, 0.056],
  "homo_energy_ev": -8.92,
  "total_energy_ha": -1692.6346,
  "orbital_gap_ev": 8.41,
  "total_charge": 0,
  "smiles": "C[C@H](CB(N=C=S)[C@@H](I)[C@H](C)I)OCc1ccccc1",
  "lumo_energy_ha": -0.019,
  "multiplicity": 1
}

{
  "formula": "C14H18N2O3S",
  "method": "wB97M-V/def2-TZVPD",
  "elements": ["C", "C", "C", "N", "C", "O", "C", "C", "C", "C", "C", "C", "H", "H", "N", "S", "O", "O", "C", "H", "H", "H", "C", "C", "C", "H", "H", "H", "H", "H", "H", "H", "H", "H", "H", "H", "H", "H"],
  "positions_angstrom": [[-5.47, -1.94, 0.78], [-6.17, -0.82, 0.66], [-5.59, 0.54, 0.38], [-4.15, 0.59, 0.48], [-3.36, 0.69, -0.62], [-3.81, 0.85, -1.74], [-1.90, 0.60, -0.34], [-1.09, -0.01, -1.30], [0.28, -0.11, -1.10], [0.86, 0.40, 0.06], [0.05, 1.02, 1.01], [-1.32, 1.11, 0.81], [-1.92, 1.62, 1.55], [0.48, 1.41, 1.91], [2.24, 0.28, 0.22], [2.93, -1.24, 0.04], [1.89, -2.22, -0.06], [3.92, -1.41, 1.07], [3.79, -1.14, -1.55], [4.52, -1.93, -1.57], [4.26, -0.17, -1.62], [3.06, -1.28, -2.34], [2.98, 1.22, 1.04], [4.34, 1.47, 0.45], [4.63, 2.54, -0.27], [5.61, 2.70, -0.69], [3.90, 3.32, -0.46], [5.07, 0.70, 0.64], [2.41, 2.16, 1.07], [3.10, 0.83, 2.06], [0.89, -0.59, -1.84], [-1.54, -0.39, -2.20], [-3.74, 0.33, 1.36], [-5.85, 0.84, -0.64], [-6.03, 1.27, 1.07], [-7.24, -0.83, 0.76], [-5.95, -2.88, 0.97], [-4.40, -1.96, 0.68]],
  "mulliken_charge": [-0.763, -0.068, -0.715, -0.216, 0.332, -0.656, 0.501, -1.153, -0.149, 0.417, -0.212, -0.905, 0.484, 0.504, 0.250, 1.099, -0.603, -0.656, -0.979, 0.402, 0.331, 0.337, -0.924, -0.320, -0.752, 0.295, 0.259, 0.513, 0.636, 0.241, 0.200, 0.433, 0.333, 0.348, 0.348, 0.325, 0.262, 0.222],
  "homo_energy_ev": -8.82,
  "total_energy_ha": -1277.6500,
  "de_lowest_ev": 3.576,
  "orbital_gap_ev": 9.48,
  "total_charge": 0,
  "smiles": "C=CCNC(=O)c1ccc(N(CC=C)S(C)(=O)=O)cc1",
  "lumo_energy_ha": 0.025,
  "multiplicity": 1
}

Question: Number 6 is which compound?
Answer: C14H18N2O3S